The following is a quantum chemistry calculation of 4 unconnected molecules or ions with the total composition C20H12O16 at a distorted geometry, from OMol25.

```
! wB97M-V def2-TZVPD RIJCOSX def2/J DEFGRID3
* xyz -2 1
O -0.2898 -0.5622 0.7646
C -0.8277 0.3570 -0.0416
O -0.0201 1.2270 -0.9148
C -2.4777 0.4463 -0.0696
O -3.0977 1.4162 0.6108
O -3.1648 -0.5944 -0.8886
C -0.3964 4.2758 4.4713
C -0.4898 3.6364 3.3038
C -0.7791 2.1769 3.2420
O -0.8778 1.6206 2.1539
C -0.9324 1.4503 4.5121
C -0.8355 2.0892 5.6796
C -0.5736 3.5534 5.7405
O -0.5082 4.1162 6.8282
O -0.9757 1.4120 6.8770
O -0.3218 4.3082 2.1069
H -0.1888 5.3368 4.5308
H -1.1246 0.3867 4.4531
H -0.8654 2.0928 7.5762
H -0.4382 3.6285 1.4077
C 2.2849 -6.1114 1.1180
C 1.1614 -5.8412 1.7854
C 0.5237 -4.4974 1.7146
O -0.5187 -4.2845 2.3238
C 1.1860 -3.4620 0.9059
C 2.3113 -3.7314 0.2414
C 2.9336 -5.0829 0.2903
O 3.9582 -5.3055 -0.3460
O 2.9405 -2.7623 -0.5184
O 0.5474 -6.8021 2.5676
H 2.7580 -7.0845 1.1588
H 0.7216 -2.4847 0.8774
H 3.7312 -3.2025 -0.8998
H -0.2465 -6.3637 2.9442
C -0.4808 3.1474 -5.8256
C -1.1548 2.7168 -4.7575
C -1.0749 1.2979 -4.3125
O -1.6907 0.9360 -3.3161
C -0.2495 0.3728 -5.1046
C 0.4217 0.8028 -6.1747
C 0.3636 2.2273 -6.6031
O 1.0062 2.5966 -7.5802
O 1.1972 -0.0619 -6.9252
O -1.9525 3.5752 -4.0234
H -0.5280 4.1765 -6.1588
H -0.2144 -0.6595 -4.7806
H 1.5806 0.4878 -7.6430
H -2.3311 3.0268 -3.3021
*
```

**Orbital gap**: 3.56 eV

---

The following is a quantum chemistry calculation of a molecular structure, C20H13F6FeN4O4SSe, from OMol25.

```
! wB97M-V def2-TZVPD RIJCOSX def2/J DEFGRID3
* xyz -1 5
Fe -0.3989 -0.5995 -0.0342
F -1.7222 -3.5649 6.2236
C -1.9046 -3.1781 4.9503
C -2.1487 -1.8471 4.6464
F -2.2162 -0.9388 5.6328
C -2.3321 -1.4668 3.3273
F -2.6066 -0.1696 3.1315
C -2.2785 -2.3630 2.2650
Se -2.5333 -1.8270 0.4462
C -2.0416 -3.6902 2.6083
F -1.9699 -4.6477 1.6731
C -1.8549 -4.1038 3.9192
F -1.6184 -5.3943 4.1989
C 0.7816 -1.9722 -1.0278
H 0.8657 -2.8919 -0.4388
H 1.7925 -1.6390 -1.2755
H 0.3076 -2.2615 -1.9720
N 2.8619 0.5182 0.6697
C 2.3316 1.2800 -0.3176
N 1.1131 1.1537 -0.7408
C 0.8799 2.0291 -1.7902
C -0.3303 2.1752 -2.4571
C -0.4246 3.1030 -3.4766
C 0.6683 3.8960 -3.8353
C 1.8755 3.7718 -3.1704
C 1.9643 2.8339 -2.1531
S 3.3249 2.4672 -1.1317
H 2.1659 0.0320 1.2269
H 3.6734 0.8677 1.1511
H -1.1896 1.5798 -2.1666
H -1.3637 3.2222 -3.9973
H 0.5690 4.6185 -4.6337
H 2.7198 4.3900 -3.4378
F 3.8491 3.2052 2.2622
C 2.5759 3.6303 2.3151
C 1.5650 2.8089 2.6261
N 0.2542 3.2222 2.6802
C -0.7811 2.2046 2.8977
C -0.6313 1.1652 1.7926
O 0.1944 0.2248 1.9838
O -1.2567 1.3307 0.7324
C -0.0979 4.5283 2.4317
O -1.2252 4.9587 2.4803
N 0.9810 5.3526 2.1172
C 2.3305 5.0415 2.0262
O 3.1763 5.8696 1.7527
H 1.7213 1.7579 2.8301
H -1.7459 2.7025 2.8381
H -0.6358 1.7574 3.8807
H 0.7326 6.3153 1.9344
*
```

**Orbital gap (spin up / spin down)**: 6.46 / 7.30 eV

---

The following is a quantum chemistry calculation of a molecular structure, C20H13N12Pd, from OMol25.

```
! wB97M-V def2-TZVPD RIJCOSX def2/J DEFGRID3
* xyz 1 1
Pd -0.0344 -0.0001 0.0001
C -0.4599 -0.0021 4.2621
C -0.7655 -0.0008 2.8930
N 0.1811 -0.0008 1.9803
C 1.4997 -0.0015 2.3333
C 1.8791 -0.0027 3.6787
C 0.8504 -0.0031 4.6484
C 3.2579 -0.0034 3.9892
C 4.1779 -0.0030 2.9814
C 3.7820 -0.0016 1.6280
C 2.4517 -0.0008 1.2821
N 1.8631 0.0002 0.0000
C 2.4517 0.0012 -1.2820
C 3.7820 0.0024 -1.6280
C 4.1777 0.0035 -2.9813
C 3.2577 0.0033 -3.9891
C 1.8789 0.0025 -3.6787
C 0.8502 0.0025 -4.6483
C -0.4600 0.0012 -4.2619
C -0.7655 0.0000 -2.8928
N 0.1811 0.0003 -1.9801
C 1.4997 0.0014 -2.3332
H -1.2640 -0.0021 4.9826
H -1.7855 0.0004 2.5334
H 1.1151 -0.0040 5.6988
H 3.5706 -0.0044 5.0255
H 5.2334 -0.0038 3.2155
H 4.5556 -0.0015 0.8829
H 4.5557 0.0028 -0.8830
H 5.2333 0.0044 -3.2155
H 3.5705 0.0041 -5.0254
H 1.1149 0.0031 -5.6987
H -1.2642 0.0009 -4.9823
H -1.7855 -0.0014 -2.5330
N -3.5916 0.0004 -0.0002
C -2.9180 -1.1943 0.0042
N -3.4495 -2.3902 0.0109
N -2.3835 -3.2459 0.0247
N -1.2736 -2.6083 0.0062
N -1.5861 -1.2849 -0.0028
C -2.9176 1.1948 -0.0045
N -3.4489 2.3909 -0.0113
N -2.3827 3.2463 -0.0250
N -1.2730 2.6085 -0.0063
N -1.5858 1.2852 0.0027
H -4.5985 0.0005 -0.0004
*
```

**Orbital gap (spin up / spin down)**: 5.19 / 5.23 eV

---

The following is a quantum chemistry calculation of a molecular structure, C20H13N2O9Ta at a distorted geometry, from OMol25.

```
! wB97M-V def2-TZVPD RIJCOSX def2/J DEFGRID3
* xyz 0 1
Ta 0.0784 -0.1277 -0.0051
C 1.3746 -0.6036 4.2215
C 0.1719 -0.4664 4.8894
C -0.9963 -0.2476 4.1750
C -0.9572 -0.1628 2.7892
N 0.2340 -0.2990 2.1655
C 1.3586 -0.5135 2.8453
C -2.2185 0.0627 1.9930
C -3.4164 0.1921 2.6896
C -4.6031 0.3938 2.0118
C -4.5672 0.4519 0.6328
C -3.3459 0.3177 0.0094
N -2.1849 0.1354 0.6513
H 2.3026 -0.7761 4.7450
H 0.1343 -0.5309 5.9684
H -1.9131 -0.1504 4.7281
H 2.2498 -0.6072 2.2375
H -3.4530 0.1392 3.7626
H -5.5331 0.4925 2.5544
H -5.4591 0.5919 0.0405
H -3.3032 0.3309 -1.0668
O -0.6138 -1.5282 -3.7241
C -0.4212 -1.2838 -2.5731
O -0.1741 -0.0733 -2.0806
C -0.4454 -2.4617 -1.5173
O -0.6524 -3.5743 -1.8844
O -0.2161 -2.1191 -0.2323
O 1.7705 -0.3636 -0.2211
O 0.3276 4.0893 0.0523
C -0.1293 3.0487 -0.3432
O 0.3068 1.8699 0.1422
C -1.2184 3.0442 -1.3930
C -1.6564 4.2654 -1.8912
C -2.6568 4.3410 -2.8607
C -3.1871 3.1484 -3.2987
O -4.1657 2.9481 -4.2315
C -4.3439 1.5328 -4.3139
O -3.4449 0.9074 -3.3987
C -2.7543 1.9362 -2.8049
C -1.7756 1.8485 -1.8574
H -1.1998 5.1671 -1.5084
H -2.9993 5.2885 -3.2510
H -4.1275 1.1916 -5.3275
H -5.3735 1.2805 -4.0491
H -1.4354 0.9044 -1.4808
*
```

**Orbital gap**: 6.44 eV
**Energy above the lowest of the compared OMol25 structures with the same formula, charge and spin**: 57.9 kcal per mole

---

The following is a quantum chemistry calculation of C20H13NO2 in the gas phase at a distorted geometry, from OMol25.

```
! wB97M-V def2-TZVPD RIJCOSX def2/J DEFGRID3
* xyz 0 1
O 2.0284 -1.9613 0.6308
C 1.9657 -1.4221 -0.4620
C 1.0636 -0.3199 -0.7295
C 0.0505 0.0807 0.1040
C -1.0166 1.0689 -0.1231
C -1.2833 1.8439 -1.2387
C -2.5399 2.5654 -1.0501
C -3.0143 2.1625 0.1358
N -2.1297 1.2877 0.7169
C -2.3466 0.8712 2.0664
C -1.2638 0.9940 2.9614
C -1.3726 0.6735 4.3078
C -2.5881 0.2354 4.7956
C -3.7006 0.1053 3.9394
C -3.5769 0.3843 2.5745
C 1.5156 0.1767 -2.0544
O 1.4847 1.3142 -2.4535
C 2.5469 -0.7173 -2.6017
C 3.2594 -0.7076 -3.8188
C 4.1597 -1.7389 -4.0972
C 4.3396 -2.7708 -3.1523
C 3.6033 -2.7636 -1.9537
C 2.7641 -1.7412 -1.6388
H -0.0677 -0.4734 1.0371
H -0.7706 1.9074 -2.1632
H -3.0743 3.1665 -1.7459
H -3.9797 2.5072 0.5361
H -0.3464 1.4111 2.5767
H -0.5040 0.7633 4.9499
H -2.7430 -0.0111 5.8673
H -4.6315 -0.2847 4.3297
H -4.4489 0.2282 1.9294
H 3.0573 0.1200 -4.5072
H 4.6773 -1.8174 -5.0597
H 5.0736 -3.5832 -3.3560
H 3.8089 -3.5549 -1.2528
*
```

**Orbital gap**: 7.54 eV

---

The following is a quantum chemistry calculation of 2 unconnected molecules or ions with the total composition C20H13NS at a distorted geometry, from OMol25.

```
! wB97M-V def2-TZVPD RIJCOSX def2/J DEFGRID3
* xyz 0 1
S 1.4298 -1.4125 1.8581
C 3.0003 -1.5116 1.6593
N 4.1650 -1.5831 1.4184
C -0.5055 0.1875 -0.0755
C -1.5669 -0.1538 0.8579
C -1.8939 -1.4982 1.1186
C -2.8711 -1.8350 2.0237
C -3.5637 -0.8420 2.6906
C -3.2654 0.4890 2.4499
C -2.2765 0.8347 1.5575
C 0.4770 1.2401 0.0578
C 1.4647 1.0658 -0.9439
C 2.5418 1.9344 -1.0453
C 2.6315 2.9857 -0.1588
C 1.6759 3.1646 0.8408
C 0.6105 2.2990 0.9695
C 1.0895 -0.0858 -1.7394
C -0.1253 -0.5912 -1.2246
C -0.7771 -1.6374 -1.8881
C -0.1977 -2.1713 -3.0164
C 1.0200 -1.6949 -3.4933
C 1.6734 -0.6541 -2.8636
H -1.3507 -2.2776 0.6156
H -3.1035 -2.8733 2.1964
H -4.3667 -1.1050 3.3624
H -3.8423 1.2637 2.9307
H -2.0641 1.8749 1.3749
H 3.2852 1.7837 -1.8069
H 3.4422 3.6865 -0.2675
H 1.7843 3.9906 1.5266
H -0.1089 2.4386 1.7571
H -1.7369 -1.9817 -1.5522
H -0.7128 -2.9545 -3.5472
H 1.4411 -2.1137 -4.3926
H 2.5968 -0.2623 -3.2506
*
```

**Orbital gap**: 4.15 eV